#i
16
Properties=species:S:1:pos:R:3 method="wB97M-V/def2-TZVPD" smiles="C1=C[C@H]2CN2C=NC1" total_charge=0 spin_multiplicity=1 gap_ev=9.42
C 1.607 -0.534 0.357
C 1.489 1.019 -0.141
C 0.231 1.311 -0.377
C -0.844 0.768 0.431
C -2.027 0.032 -0.322
C -0.270 -1.707 -0.154
H 2.755 -0.673 0.413
H 1.407 -0.521 1.489
H 2.393 1.553 -0.700
H 0.401 2.491 -0.659
H -1.156 1.527 1.179
H -3.068 -0.015 0.126
H -2.280 -0.298 -1.364
H -0.717 -2.674 -0.447
N -0.970 -0.655 0.556
N 1.049 -1.624 -0.387

---

#ii
16
Properties=species:S:1:pos:R:3 method="wB97M-V/def2-TZVPD" smiles=N#C[C@]12C[C@H](CN1)C2 total_charge=0 spin_multiplicity=1 gap_ev=9.45
C 2.326 0.292 -0.168
C 0.904 0.221 -0.206
C 0.048 -0.488 1.103
C -1.030 -0.714 0.042
C -1.404 0.823 -0.083
C 0.108 -0.959 -0.964
H 0.631 -1.337 1.174
H 0.025 0.107 2.014
H -1.875 -1.499 0.219
H -1.999 1.194 0.795
H -2.040 1.145 -0.863
H 0.261 2.259 0.059
H 0.685 -1.893 -0.827
H -0.043 -0.765 -2.065
N 3.469 0.186 0.078
N -0.065 1.429 -0.309

---

Relative energies, kJ/mol: #i 226.9; #ii 0.0.

---

#i
16
Properties=species:S:1:pos:R:3 method="wB97M-V/def2-TZVPD" smiles="[H]/N=C1/[C@@H](C)[C@H]1C=C=N" total_charge=0 spin_multiplicity=1 gap_ev=9.04
C 1.289 -0.911 0.379
C 0.144 -1.001 -0.604
C 2.591 -0.664 0.392
C -1.415 -1.024 -0.320
C -0.802 0.186 -0.793
C -0.694 1.395 0.134
N 3.804 -0.897 0.412
N -2.401 -1.726 -0.023
H 0.947 -0.793 1.414
H 0.444 -1.427 -1.488
H -1.135 0.560 -1.824
H -0.215 0.970 1.040
H -1.720 1.755 0.356
H -0.161 2.106 -0.505
H 4.624 -0.302 0.563
H -2.191 -2.676 0.402

---

#ii
16
Properties=species:S:1:pos:R:3 method="wB97M-V/def2-TZVPD" total_charge=0 spin_multiplicity=1 gap_ev=8.76
C 0.616 1.077 0.770
C 0.040 -1.746 0.616
C 0.345 -1.318 -0.861
C 0.297 -0.189 -1.680
C -0.849 0.835 -1.304
C -0.759 1.298 -0.039
H 1.341 0.853 -0.087
H 0.753 2.051 1.341
H 0.246 0.647 2.585
H -0.947 -2.755 0.536
H 0.720 -2.276 -1.375
H 0.724 0.118 -2.608
H -1.576 0.709 -2.149
H -1.648 1.785 0.718
N 0.569 0.053 1.853
N 0.130 -1.143 1.683

---

#iii
16
Properties=species:S:1:pos:R:3 method="wB97M-V/def2-TZVPD" smiles=N1[C@@H]2[C@@H]3N[C@@H]4[C@H]1[C@@H]4[C@H]23 total_charge=0 spin_multiplicity=1 gap_ev=9.09
C -1.327 0.702 -0.036
C -1.018 -0.839 -0.224
C 1.253 -0.656 -0.171
C 1.140 0.724 -0.185
C 0.725 0.017 1.141
C -0.722 -0.406 1.138
H -0.196 2.392 -0.587
H -2.189 1.109 -0.345
H -2.036 -1.386 -0.192
H -0.112 -0.906 -1.950
H 2.085 -1.297 -0.199
H 2.119 1.222 -0.279
H 1.602 -0.074 1.825
H -1.308 -0.538 1.884
N -0.109 1.315 -0.777
N 0.093 -1.378 -1.044

---

Relative energies, kJ/mol: #i 0.0; #ii 234.9; #iii 97.9.

---

#i
16
Properties=species:S:1:pos:R:3 method="wB97M-V/def2-TZVPD" total_charge=0 spin_multiplicity=1 gap_ev=9.22
C 1.061 -1.767 1.395
C -0.092 0.195 -0.590
C -1.279 0.176 0.218
C -1.858 1.414 0.369
C -0.036 1.433 -1.396
C 0.255 2.390 -2.137
H 1.776 -2.902 1.600
H 0.035 -1.691 1.927
H 1.823 -0.812 1.705
H 2.002 -2.166 -0.663
H -1.858 -0.805 0.606
H -1.141 2.259 -0.088
H -2.922 1.309 0.652
H 0.598 3.415 -2.594
N 0.883 -1.842 -0.191
N 0.754 -0.608 -0.814

---

#ii
16
Properties=species:S:1:pos:R:3 method="wB97M-V/def2-TZVPD" smiles="C=Cn1ccc(C)n1" total_charge=0 spin_multiplicity=1 gap_ev=9.58
N 0.072 -0.825 -0.648
C 0.919 0.104 -1.046
C -2.281 -0.661 2.122
C 0.979 1.203 -0.098
C -1.499 -1.104 1.094
C 0.073 0.863 0.863
N -0.491 -0.356 0.484
C 1.772 0.071 -2.279
H -3.126 -1.245 2.482
H -2.129 0.330 2.567
H 1.640 2.060 -0.168
H -1.697 -2.060 0.638
H -0.134 1.427 1.754
H 2.006 -0.981 -2.551
H 2.699 0.618 -2.146
H 1.199 0.558 -3.068

---

#iii
16
Properties=species:S:1:pos:R:3 method="wB97M-V/def2-TZVPD" smiles="C=C(C#N)C1(N)CC1" total_charge=0 spin_multiplicity=1 gap_ev=10.17
C -0.424 1.670 -1.366
C 0.043 -0.455 -2.153
C -0.169 0.307 -1.067
C -0.647 -1.265 1.092
C 0.874 -1.020 1.137
C -0.118 0.052 0.544
N -0.376 2.795 -1.500
N -0.043 1.248 1.312
H 0.182 -1.514 -2.096
H 0.230 -0.156 -3.161
H -1.170 -2.096 0.543
H -1.093 -1.180 2.121
H 1.431 -0.505 1.836
H 1.505 -1.532 0.353
H 0.706 1.790 1.197
H -0.932 1.861 1.206

---

Relative energies, kJ/mol: #i 680.8; #ii 0.0; #iii 196.6.

---

#i
16
Properties=species:S:1:pos:R:3 method="wB97M-V/def2-TZVPD" smiles="C1=C[C@@H]2CCN2N=C1" total_charge=0 spin_multiplicity=1 gap_ev=9.38
C 1.740 0.625 -0.070
C 1.629 -0.955 -0.186
C -1.923 -0.998 0.023
C -1.948 0.498 -0.296
C -0.926 1.330 -0.271
C 0.255 0.536 0.307
H 1.927 1.014 -1.076
H 2.443 1.032 0.792
H 1.716 -1.640 0.788
H 2.136 -1.540 -0.980
H -2.840 -1.362 0.712
H -2.928 1.017 -0.477
H -0.743 2.441 -0.100
H 0.036 0.339 1.439
N 0.191 -0.728 -0.524
N -0.765 -1.609 -0.082

---

#ii
16
Properties=species:S:1:pos:R:3 method="wB97M-V/def2-TZVPD" total_charge=0 spin_multiplicity=1 gap_ev=9.50
C -1.718 -0.544 0.020
C -0.184 -0.741 -0.072
C 0.356 -1.878 -0.433
C 0.706 0.440 0.268
C 0.508 1.715 -0.102
C -0.546 2.153 -0.968
H -2.029 0.053 -0.838
H -2.006 0.032 0.908
H -2.257 -1.499 -0.055
H 1.445 -1.960 -0.398
H -0.286 -2.755 -0.626
H 1.805 -0.805 1.496
H 2.440 0.754 1.338
H 1.258 2.455 0.223
N 1.881 0.027 0.921
N -1.373 2.554 -1.681

---

#iii
16
Properties=species:S:1:pos:R:3 method="wB97M-V/def2-TZVPD" total_charge=0 spin_multiplicity=1 gap_ev=9.32
C 1.948 -0.202 -0.145
C 0.805 1.134 -0.122
C -0.526 0.626 0.176
C -1.830 0.898 -0.047
C -0.521 -0.782 0.157
C 0.837 -1.267 0.056
H 2.775 -0.126 -1.135
H 2.478 -0.267 1.214
H 1.110 2.058 0.768
H 0.854 1.599 -1.154
H -2.437 1.861 0.046
H -3.607 -0.257 0.382
H 0.938 -1.864 -0.765
H 1.244 -1.784 0.906
N -2.436 -0.314 -0.114
N -1.632 -1.312 -0.221

---

#iv
16
Properties=species:S:1:pos:R:3 method="wB97M-V/def2-TZVPD" total_charge=0 spin_multiplicity=1 gap_ev="7.42 / 7.42"
C 2.079 -1.442 0.164
C 0.692 -0.984 -0.131
N -2.052 1.935 0.914
C -0.863 -0.160 1.071
C -1.609 0.742 0.405
N -0.331 -1.339 0.576
C 0.452 -0.332 -1.466
C 0.298 0.185 -2.540
H -1.715 2.713 0.347
H -1.774 2.082 1.882
H -0.652 0.006 2.125
H -1.912 0.574 -0.625
H 2.237 -1.383 1.247
H 2.220 -2.472 -0.162
H 2.802 -0.791 -0.332
H 0.126 0.666 -3.477

---

Relative energies, kJ/mol: #i 322.4; #ii 0.0; #iii 513.0; #iv 375.9.

---

#i
16
Properties=species:S:1:pos:R:3 method="wB97M-V/def2-TZVPD" total_charge=0 spin_multiplicity=1 gap_ev=9.33
C 1.719 -0.334 0.121
C 1.249 1.077 0.023
C 0.120 1.719 -0.216
C -0.884 0.669 -0.406
C -2.172 -0.020 0.069
C -0.261 -1.604 -0.111
H 1.361 -0.794 1.305
H 3.166 -0.606 0.145
H 2.345 1.563 0.181
H -0.171 2.845 0.037
H -0.813 0.529 -1.408
H -2.633 -0.322 -0.751
H -2.572 0.032 1.129
H -0.629 -2.668 0.161
N -0.801 -0.562 0.286
N 0.978 -1.524 -0.563

---

#ii
16
Properties=species:S:1:pos:R:3 method="wB97M-V/def2-TZVPD" smiles=CN1Cc2c[nH]cc21 total_charge=0 spin_multiplicity=1 gap_ev=8.62
C -2.494 -0.603 0.257
C -1.078 1.289 -0.141
C 0.368 0.890 0.085
C 1.785 0.882 0.185
C 1.105 -1.361 -0.051
C 0.055 -0.457 -0.041
H -2.768 -1.656 -0.056
H -2.547 -0.543 1.372
H -3.294 0.010 0.065
H -1.648 1.679 0.685
H -1.018 1.964 -1.119
H 2.583 1.614 0.170
H 3.358 -0.356 -0.227
H 1.242 -2.482 -0.445
N -1.356 -0.196 -0.419
N 2.161 -0.386 0.103

---

Relative energies, kJ/mol: #i 323.3; #ii 0.0.

---

#i
16
Properties=species:S:1:pos:R:3 method="wB97M-V/def2-TZVPD" smiles=C1[C@@H]2[C@@H]3[C@H]4[C@@H](CN32)N14 total_charge=0 spin_multiplicity=1 gap_ev=9.34
C -0.409 1.281 -0.520
C -1.310 0.369 0.124
C -0.571 -0.422 1.165
C 0.877 -0.042 1.179
C 1.324 -0.342 -0.203
C 0.277 -1.216 -0.859
H -0.386 1.085 -1.648
H -0.722 2.374 -0.350
H -2.354 0.712 0.290
H -1.133 -0.974 2.016
H 1.593 0.385 1.923
H 2.432 -0.137 -0.530
H -0.015 -0.875 -1.851
H 0.445 -2.317 -0.518
N -0.976 -0.915 -0.186
N 0.928 1.035 -0.031

---

#ii
16
Properties=species:S:1:pos:R:3 method="wB97M-V/def2-TZVPD" total_charge=0 spin_multiplicity=1 gap_ev=9.39
C 2.061 1.290 0.133
C 0.875 0.709 -0.071
C -0.457 1.396 -0.197
C -1.706 0.897 -0.174
C -1.683 -0.741 0.181
C 0.768 -0.837 -0.137
H 2.261 2.405 0.198
H 3.146 0.744 -0.257
H -0.425 2.375 -0.316
H -2.529 1.549 -0.048
H -2.756 -1.124 -0.321
H -1.898 -0.732 1.319
H -0.446 -2.282 -0.070
H 1.571 -2.606 0.107
N -0.480 -1.383 -0.272
N 1.698 -1.659 -0.076

---

Relative energies, kJ/mol: #i 32.7; #ii 0.0.

---

#i
13
Properties=species:S:1:pos:R:3 method="wB97M-V/def2-TZVPD" smiles="C=NN/C=N/C" total_charge=0 spin_multiplicity=1 gap_ev=8.93
C 1.424 -0.720 -2.234
C 0.092 0.122 -0.477
C -1.713 0.283 2.808
H 1.639 0.036 -3.136
H 0.556 -0.984 -2.806
H 2.131 -1.454 -2.104
H -0.769 0.313 -1.410
H 0.672 0.840 1.424
H -0.912 0.420 3.500
H -2.806 0.044 3.030
N 1.280 0.132 -0.868
N -0.190 0.463 0.881
N -1.405 0.506 1.393

---

#ii
13
Properties=species:S:1:pos:R:3 method="wB97M-V/def2-TZVPD" total_charge=0 spin_multiplicity=1 gap_ev=9.65
C 1.911 0.013 0.277
C 0.619 -0.117 1.025
C -0.497 0.082 0.030
N 2.825 -0.019 -0.391
N -0.492 1.394 -0.537
N -0.519 -0.977 -0.959
H 0.641 -1.190 1.267
H 0.589 0.634 1.777
H -1.844 -0.286 0.778
H -1.021 1.938 0.037
H -0.851 1.531 -1.403
H 0.058 -1.814 -0.654
H -1.420 -1.189 -1.246

---

#iii
13
Properties=species:S:1:pos:R:3 method="wB97M-V/def2-TZVPD" total_charge=0 spin_multiplicity=1 gap_ev=6.49
C -2.092 0.225 -0.332
C -0.828 0.795 -0.083
C 0.428 -0.052 -0.299
N -3.137 -0.299 -0.360
N 0.115 -1.367 -0.142
N 1.626 0.250 -0.713
H -0.558 1.724 -0.470
H -0.701 0.772 1.029
H 0.703 0.431 1.995
H -0.714 -1.375 0.547
H 0.897 -2.007 -0.026
H 1.837 1.267 -0.568
H 2.425 -0.365 -0.577

---

Relative energies, kJ/mol: #i 255.3; #ii 0.0; #iii 202.9.

---

#i
31
Properties=species:S:1:pos:R:3 method="wB97M-V/def2-TZVPD" smiles="C[C@H]1[C@@H]2O[S@@](=O)(=C3CCC3)[C@@H]3C[C@H]1O[C@H]23" total_charge=0 spin_multiplicity=1 gap_ev=8.73
C 1.993 1.244 0.943
C 3.390 0.718 1.283
C 2.510 1.746 -0.407
C 3.836 1.009 -0.158
C -1.954 0.672 1.251
C -1.910 -1.484 -0.038
C -2.731 -0.208 0.257
C -0.796 -0.908 -0.947
C -1.224 0.584 -1.001
C -0.771 1.083 0.379
C -2.745 -2.547 -0.739
O 0.509 -0.563 2.077
O -2.624 0.535 -0.950
O 0.490 -1.009 -0.437
S 0.737 0.117 0.831
H 3.874 1.354 2.023
H 3.446 -0.315 1.618
H 1.946 1.437 -1.286
H 2.614 2.831 -0.419
H 4.739 1.608 -0.265
H 3.930 0.106 -0.759
H -2.551 1.535 1.544
H -1.628 0.132 2.138
H -1.462 -1.890 0.871
H -3.776 -0.379 0.501
H -0.795 -1.370 -1.939
H -0.877 1.150 -1.862
H -0.491 2.129 0.431
H -3.226 -2.123 -1.618
H -3.514 -2.925 -0.069
H -2.116 -3.379 -1.048

---

#ii
31
Properties=species:S:1:pos:R:3 method="wB97M-V/def2-TZVPD" total_charge=0 spin_multiplicity=1 gap_ev=9.31
C 0.966 -0.755 0.983
C 1.492 0.445 1.269
C -2.421 0.174 -1.081
C 0.109 -0.236 -1.830
C -0.451 -0.790 0.621
C 0.605 1.618 1.332
C -0.671 0.144 -0.604
C 1.631 -2.081 0.984
C 2.922 0.705 1.693
C -3.368 -0.706 -0.303
C 0.081 0.723 -3.004
O -2.703 0.920 -1.980
O 0.646 -1.323 -1.962
O -1.861 2.219 0.474
S -0.543 1.889 -0.107
H -0.904 -1.833 0.452
H -1.010 -0.387 1.414
H -0.248 1.673 2.105
H 1.177 2.461 1.465
H 1.622 -2.252 -0.069
H 1.031 -2.909 1.368
H 2.682 -2.084 1.508
H 3.287 1.723 1.427
H 3.367 -0.085 1.142
H 3.030 0.459 2.660
H -3.384 -0.513 0.803
H -3.099 -1.726 -0.400
H -4.442 -0.515 -0.713
H 0.551 0.241 -3.823
H 0.761 1.710 -2.749
H -0.854 1.094 -3.076

---

Relative energies, kJ/mol: #i 53.6; #ii 0.0.

---

#i
25
Properties=species:S:1:pos:R:3 method="wB97M-V/def2-TZVPD" total_charge=0 spin_multiplicity=1 gap_ev="6.66 / 6.99"
C 0.811 0.100 0.143
C -0.418 -0.852 -1.516
C 1.335 1.253 -0.695
C 0.595 0.558 1.587
C 1.781 -1.079 0.154
C -1.616 -1.391 0.635
C -1.091 -0.343 -0.330
C -1.783 0.867 -0.299
O -1.699 1.696 -1.403
H -2.168 2.517 -1.224
H -0.353 -0.248 -2.408
H -0.060 -1.869 -1.512
H -2.331 1.219 0.562
H 2.658 -0.808 0.752
H 0.573 2.014 -0.846
H 1.696 0.920 -1.665
H 2.180 1.710 -0.167
H 1.568 0.808 2.023
H -0.028 1.448 1.637
H 0.166 -0.223 2.213
H 1.333 -1.964 0.605
H 2.132 -1.329 -0.844
H -0.852 -2.117 0.914
H -2.415 -1.945 0.139
H -2.015 -0.943 1.546

---

#ii
25
Properties=species:S:1:pos:R:3 method="wB97M-V/def2-TZVPD" smiles="CC(=O)C(C)C.C=CC" total_charge=0 spin_multiplicity=1 gap_ev=9.37
C 1.336 0.196 -0.160
C 2.181 1.444 0.030
C 2.058 -1.044 0.340
H 1.061 0.101 -1.216
H -0.259 -0.608 -0.136
H 2.337 1.645 1.094
H 1.732 2.324 -0.433
H 3.153 1.314 -0.457
H 1.471 -1.953 0.184
H 2.241 -0.959 1.415
H 3.015 -1.174 -0.175
C -0.846 1.772 0.482
C -2.091 -0.590 -1.522
C -0.146 0.496 0.880
C -1.481 -1.014 -0.223
C -1.867 -2.036 0.531
O 0.003 0.152 2.044
H -0.726 2.012 -0.574
H -0.462 2.587 1.096
H -1.914 1.669 0.683
H -2.740 0.279 -1.385
H -2.683 -1.396 -1.963
H -1.317 -0.309 -2.243
H -2.578 -2.773 0.170
H -1.479 -2.136 1.540

---

Relative energies, kJ/mol: #i 98.3; #ii 0.0.

---

#i
23
Properties=species:S:1:pos:R:3 method="wB97M-V/def2-TZVPD" smiles=CCc1c[nH]cn1.CC total_charge=0 spin_multiplicity=1 gap_ev=9.44
C 3.405 2.270 -1.540
C 3.536 0.814 -1.116
H 3.813 2.235 -2.541
H 2.380 2.451 -1.846
H 3.922 3.021 -0.803
H 2.483 0.409 -0.882
H 4.125 0.677 -0.171
H 4.017 0.258 -1.952
C -0.464 -0.341 0.784
C -0.021 -1.552 1.698
C -1.942 -0.345 0.414
C -3.121 -0.094 1.153
C -3.622 -1.114 -0.793
N -2.273 -0.954 -0.804
N -4.151 -0.566 0.380
H -0.218 0.750 1.057
H 0.307 -0.519 -0.024
H 0.801 -2.223 1.401
H -3.316 0.230 2.148
H -4.049 -1.556 -1.725
H -5.047 -0.463 0.717
H -0.823 -2.236 1.800
H 0.261 -1.152 2.644

---

#ii
23
Properties=species:S:1:pos:R:3 method="wB97M-V/def2-TZVPD" total_charge=0 spin_multiplicity=1 gap_ev=9.91
C -2.019 0.539 0.576
C 0.219 -0.370 1.264
C -0.725 -0.110 0.130
N 0.596 0.732 2.014
C -0.927 -1.292 -0.758
N 0.623 -1.559 1.483
H 1.328 0.599 2.695
H 0.321 1.656 1.724
H 1.335 -1.613 2.210
H -2.597 -0.164 1.181
H -1.859 1.432 1.179
H -2.624 0.815 -0.289
H -1.030 -2.211 -0.186
H -1.785 -1.165 -1.415
C 0.038 1.251 -0.991
C 2.209 0.025 -1.082
C 2.132 -0.946 -1.810
H 2.629 0.653 -0.334
H 0.816 1.597 -1.663
H -0.764 1.205 -1.722
H -0.126 2.094 -0.321
H -0.020 -1.427 -1.382
H 2.228 -1.742 -2.501

---

Relative energies, kJ/mol: #i 0.0; #ii 260.0.